Record 1
The following is a DFT calculation (ωB97M-V with the def2-TZVPD basis set) of the molecule C4H9NO.

Geometry as ORCA input:
```
! RIJCOSX wB97M-V def2-TZVPD def2/J DEFGRID3
* xyz 0 1
C 0.49 0.70 1.61
C 1.05 -0.17 0.49
C 0.52 0.22 -0.89
N -0.93 0.12 -1.02
C -1.61 -1.06 -1.03
O -1.12 -2.16 -0.90
H 0.88 0.38 2.59
H 0.76 1.75 1.47
H -0.60 0.63 1.65
H 0.81 -1.22 0.67
H 2.14 -0.09 0.47
H 0.99 -0.41 -1.65
H 0.79 1.26 -1.12
H -1.47 0.95 -1.16
H -2.70 -0.89 -1.18
*
```

relative energy (zero: lowest compared OMol25 entry of this formula, charge and spin) = 0.452 eV
E_LUMO = 0.844 eV
highest occupied orbital energy = -9.8 eV
SMILES string = CCCNC=O
E_tot = -7831.868 eV

Here are the natural (NBO) charges for atoms 1 to 2, given in e: -0.61 -0.41

---

Record 2
The following is a DFT calculation (ωB97M-V with the def2-TZVPD basis set) of C4H60B13Ca4O as an isolated structure at a distorted geometry.

Geometry as ORCA input:
```
! RIJCOSX wB97M-V def2-TZVPD def2/J DEFGRID3
* xyz -5 1
Ca -8.05 16.92 -4.67
Ca -0.90 14.14 0.40
Ca -2.95 22.30 -4.99
Ca -5.44 19.70 1.56
B -3.74 17.35 -3.17
H -3.03 16.98 -2.46
H -3.21 18.06 -3.80
H -4.03 16.48 -3.74
H -4.47 17.84 -2.55
B 2.46 14.26 -2.34
H 1.59 14.33 -2.98
H 3.38 14.13 -2.88
H 2.45 15.17 -1.77
H 2.27 13.42 -1.67
B 1.39 22.42 -3.86
H 0.77 21.65 -4.28
H 0.92 23.37 -4.06
H 1.44 22.19 -2.81
H 2.32 22.44 -4.42
B -0.90 18.93 2.65
H -0.58 19.91 2.34
H -1.69 18.99 3.39
H -1.23 18.30 1.84
H -0.07 18.51 3.19
B -2.80 10.64 -1.30
H -3.65 11.25 -1.55
H -1.82 10.82 -1.72
H -2.75 10.68 -0.22
H -3.06 9.64 -1.63
B -5.10 15.15 2.55
H -6.00 14.56 2.58
H -5.14 15.91 3.32
H -4.30 14.48 2.82
H -4.95 15.60 1.58
B -9.54 18.62 -0.37
H -9.90 19.44 0.23
H -9.01 17.99 0.32
H -10.38 18.17 -0.88
H -8.92 18.92 -1.20
B -6.35 15.47 -8.53
H -6.79 14.93 -7.70
H -7.17 15.79 -9.15
H -5.81 16.29 -8.09
H -5.69 14.86 -9.12
B -8.92 13.24 -2.82
H -8.44 14.07 -2.32
H -9.69 13.57 -3.49
H -8.17 12.61 -3.27
H -9.38 12.61 -2.07
B -7.33 21.40 -5.96
H -8.29 21.19 -5.51
H -6.56 20.70 -5.70
H -7.42 21.41 -7.03
H -7.00 22.40 -5.72
B 0.50 15.87 -8.15
H 0.55 16.59 -7.35
H 1.31 15.16 -8.08
H -0.45 15.38 -8.28
H 0.75 16.50 -8.98
B -2.07 21.34 -9.39
H -2.57 21.40 -10.34
H -2.76 20.76 -8.79
H -1.08 20.91 -9.45
H -1.98 22.37 -9.08
B -4.50 22.91 -0.92
H -3.68 22.20 -0.95
H -4.61 23.22 0.10
H -4.34 23.74 -1.60
H -5.42 22.45 -1.23
C -4.27 8.14 -8.19
C -4.56 6.79 -7.93
C -5.51 6.74 -6.78
O -5.30 8.01 -6.21
C -4.25 8.78 -6.83
H -4.99 8.74 -8.74
H -3.33 8.24 -8.73
H -3.66 6.29 -7.57
H -4.89 6.21 -8.79
H -5.37 5.81 -6.23
H -6.51 6.66 -7.22
H -3.29 8.64 -6.33
H -4.55 9.83 -6.90
*
```

E_LUMO = 3.721 eV
highest occupied orbital energy = 2.6 eV
E_tot = -89658.682 eV

Here are the Mulliken charges for atoms 1 to 2, given in e: 1.52 1.57

---

Record 3
The following is a DFT calculation (ωB97M-V with the def2-TZVPD basis set) of the molecule C6H6.

Geometry as ORCA input:
```
! RIJCOSX wB97M-V def2-TZVPD def2/J DEFGRID3
* xyz 0 1
C -1.76 0.89 -0.13
C -1.28 -0.53 -0.26
C -0.01 -0.95 0.10
C 1.14 -0.68 0.63
C 2.38 -0.26 0.22
C 3.50 0.14 -0.04
H -2.59 0.98 0.57
H -0.95 1.54 0.19
H -2.12 1.23 -1.11
H -1.99 -1.27 -0.62
H -0.78 -1.60 0.73
H 4.47 0.51 -0.29
*
```

relative energy (zero: lowest compared OMol25 entry of this formula, charge and spin) = 6.821 eV
E_LUMO (spin up / spin down) = -0.333 / -0.333 eV
highest occupied orbital energy (spin up / spin down) = -7.5 / -7.5 eV
E_tot = -6312.379 eV

Here are the natural (NBO) charges for atoms 1 to 2, given in e: -0.65 -0.16

---

Q: The highest E_tot belongs to which entry?
A: C6H6

---

Q: Which value of E_tot does entry 3 give?
A: -6312.379 eV

---

Q: Which of these has the lowest E_tot?
A: C4H60B13Ca4O

---

Q: Which of these has the lowest E_tot?
A: C4H60B13Ca4O